# 1
66
Properties=species:S:1:pos:R:3:forces:R:3 method="wB97M-V/def2-TZVPD" multiplicity=1 lumo_energy_ev="-7.863 / -8.294" largest_force_ev_per_a=2.37 homo_energy_ev="-14.107 / -14.108" charge=+2
Co 1.959 0.431 1.921 -0.79 0.15 -0.16
C 1.280 3.685 3.179 -0.16 0.05 -0.10
C 2.192 2.501 3.165 0.20 -0.12 -0.34
C 3.201 2.375 2.193 -0.26 -0.03 0.25
C 4.183 1.359 2.274 -0.11 -0.16 0.32
C 5.340 1.359 1.332 0.07 -0.12 -0.25
C 4.108 0.439 3.334 -0.12 0.29 -0.68
C 3.102 0.521 4.306 -0.55 0.31 -0.08
C 3.111 -0.366 5.501 -0.11 -0.24 0.02
C 2.125 1.528 4.179 0.28 -0.30 -0.21
H 0.379 3.510 2.589 0.01 -0.03 -0.03
H 1.781 4.556 2.765 0.02 0.06 0.00
H 0.963 3.909 4.194 0.01 0.04 0.06
H 3.315 3.154 1.449 -0.10 -0.09 -0.10
H 5.115 0.802 0.422 -0.02 -0.03 -0.03
H 6.210 0.895 1.791 0.04 0.00 0.00
H 5.592 2.375 1.038 0.04 0.03 0.01
H 4.890 -0.299 3.447 -0.03 -0.14 -0.10
H 2.523 -1.266 5.320 -0.03 -0.07 -0.05
H 2.678 0.141 6.361 0.01 0.01 0.03
H 4.123 -0.681 5.740 0.05 -0.01 0.03
H 1.377 1.633 4.955 -0.10 -0.08 -0.01
S 1.847 0.758 -0.385 0.48 -0.10 1.38
C 0.221 0.381 -0.721 0.36 -0.67 -1.71
N -0.132 -0.132 -1.888 0.22 0.70 1.73
C -1.529 -0.412 -2.165 -1.05 0.06 0.03
C -2.389 0.638 -1.484 0.15 -0.13 -1.03
N -2.077 0.640 -0.070 1.86 0.04 0.15
C -3.176 0.597 0.864 -0.73 -0.11 0.79
C -4.003 -0.648 0.637 -0.04 -0.17 -0.04
C -5.314 -0.552 0.185 0.13 -0.04 0.08
C -6.072 -1.697 0.002 0.08 -0.16 0.03
C -5.523 -2.945 0.269 -0.07 0.17 -0.01
C -4.211 -3.047 0.709 0.02 0.12 -0.03
C -3.449 -1.904 0.888 -0.15 0.21 -0.06
C -0.805 0.629 0.294 -1.77 -0.12 0.50
S -0.366 0.847 1.916 1.58 -0.35 0.18
C 0.859 -0.659 -2.815 0.80 -0.19 -0.73
C 0.409 -0.592 -4.247 0.04 0.07 -0.33
C -0.003 -1.739 -4.920 0.06 0.23 0.13
C -0.405 -1.665 -6.244 -0.02 0.19 -0.13
C -0.389 -0.444 -6.907 0.02 -0.13 0.11
C 0.019 0.705 -6.241 -0.05 -0.04 -0.02
C 0.417 0.632 -4.918 -0.02 -0.27 0.12
H -1.786 -1.410 -1.786 0.15 0.02 -0.05
H -1.679 -0.398 -3.247 0.02 0.06 0.23
H -3.448 0.415 -1.618 0.13 -0.06 0.07
H -2.186 1.633 -1.902 -0.07 -0.13 0.10
H -3.789 1.491 0.736 0.07 0.04 0.02
H -2.762 0.593 1.875 -0.15 0.11 -0.12
H -5.752 0.416 -0.007 -0.07 0.17 -0.02
H -7.090 -1.614 -0.341 -0.13 -0.01 -0.03
H -6.123 -3.834 0.144 -0.03 -0.07 -0.03
H -3.786 -4.015 0.923 0.06 -0.12 0.02
H -2.428 -1.985 1.231 0.19 -0.04 0.08
H 1.068 -1.697 -2.531 -0.05 0.11 0.14
H 1.778 -0.078 -2.689 -0.19 -0.19 -0.06
H -0.005 -2.691 -4.411 0.01 -0.17 0.09
H -0.729 -2.557 -6.759 0.02 -0.07 -0.05
H -0.681 -0.391 -7.946 -0.05 0.01 -0.04
H 0.034 1.653 -6.757 0.02 0.06 -0.05
H 0.750 1.521 -4.404 0.07 0.17 0.06
O 0.393 -1.943 0.510 -0.33 0.06 -0.27
C 1.264 -2.260 1.300 -0.83 -1.17 -0.73
O 2.011 -1.469 1.955 0.85 2.02 0.91
H 1.468 -3.333 1.506 0.04 0.37 0.01



# 2
67
Properties=species:S:1:pos:R:3:forces:R:3 method="wB97M-V/def2-TZVPD" multiplicity=1 lumo_energy_ev=-1.940 largest_force_ev_per_a=2.03 homo_energy_ev=-6.393 charge=0
C -4.775 0.093 4.561 -0.33 0.04 0.05
C -3.363 0.075 4.041 0.23 0.01 0.18
C -2.735 -1.149 3.766 -0.01 0.29 -0.26
C -1.429 -1.180 3.307 0.40 0.27 -0.03
C -0.650 -0.003 3.212 -0.80 0.14 -0.02
C 0.735 -0.083 2.806 1.04 -0.28 0.41
S 1.840 0.749 3.893 -1.59 -0.76 -0.70
C 3.417 -0.291 3.718 0.10 -0.14 -0.36
F 4.497 0.481 3.963 -0.63 -0.62 -0.16
F 3.419 -1.343 4.557 0.03 0.85 -0.59
F 3.505 -0.770 2.441 0.16 0.24 1.18
O 2.105 2.064 3.335 0.51 -0.21 0.75
O 1.434 0.606 5.275 0.68 0.47 -0.51
C -1.296 1.232 3.496 0.26 -0.48 -0.25
C -2.629 1.263 3.884 -0.14 -0.26 0.10
H -5.116 1.122 4.739 0.09 -0.30 0.02
H -5.475 -0.367 3.850 0.16 0.09 0.11
H -4.865 -0.476 5.502 0.07 0.26 -0.27
H -3.276 -2.087 3.914 0.07 0.27 -0.10
H -0.928 -2.115 3.055 -0.24 0.06 0.18
H 1.138 -1.042 2.491 -0.18 -0.02 0.27
H -0.734 2.158 3.378 -0.11 -0.14 0.11
H -3.111 2.226 4.096 0.20 -0.41 -0.08
C 7.461 0.130 -0.739 -0.09 0.02 0.12
N 6.508 0.999 -1.413 0.53 0.29 -0.05
C 6.896 1.397 -2.753 -0.43 -0.21 0.05
C 5.170 0.930 -1.062 -0.35 -0.21 0.29
C 4.801 1.230 0.273 -0.07 -0.08 -0.60
C 3.470 1.262 0.608 -0.36 -0.01 -0.03
C 2.457 0.770 -0.260 0.71 -0.38 -0.40
C 1.093 0.743 0.180 0.17 1.02 0.70
C 0.044 0.321 -0.640 -1.57 -0.60 -0.44
C -1.310 0.296 -0.345 1.91 0.51 0.46
C -2.298 -0.075 -1.306 -1.24 -0.48 -1.29
C -3.654 0.281 -1.074 1.01 0.09 0.20
C -4.639 -0.026 -1.982 -0.38 -0.78 -1.10
C -4.338 -0.766 -3.156 0.90 0.18 0.62
N -5.381 -1.290 -3.951 -1.11 0.26 -0.09
C -5.654 -0.731 -5.264 0.36 0.02 0.23
C -5.665 -2.716 -3.864 0.44 0.27 0.19
C -2.979 -1.042 -3.448 -0.73 -0.08 0.10
C -1.988 -0.738 -2.533 0.07 0.50 0.53
C 2.869 0.332 -1.557 -0.08 0.49 0.46
C 4.169 0.546 -1.988 0.07 -0.11 0.23
H 7.162 -0.013 0.306 0.15 0.01 -0.28
H 7.528 -0.863 -1.224 -0.06 0.24 0.13
H 8.454 0.594 -0.775 -0.17 -0.12 0.13
H 6.366 2.317 -3.026 0.14 -0.16 0.00
H 7.973 1.588 -2.746 -0.23 -0.02 -0.13
H 6.661 0.627 -3.504 0.22 0.07 -0.06
H 5.568 1.489 1.004 -0.24 0.11 -0.28
H 3.169 1.669 1.569 0.06 -0.18 -0.17
H 0.861 1.231 1.127 0.10 0.07 -0.48
H 0.295 0.021 -1.659 0.02 0.01 0.38
H -1.661 0.623 0.636 0.14 -0.07 -0.14
H -3.895 0.833 -0.165 0.04 -0.17 -0.17
H -5.682 0.250 -1.814 0.31 -0.15 0.04
H -5.553 0.359 -5.239 -0.03 -0.20 -0.03
H -4.981 -1.136 -6.036 -0.04 0.09 -0.08
H -6.682 -0.988 -5.540 0.11 0.10 -0.03
H -5.558 -3.042 -2.824 -0.05 -0.02 -0.22
H -6.692 -2.901 -4.195 0.12 0.02 0.07
H -4.986 -3.310 -4.496 -0.05 -0.10 0.06
H -2.732 -1.544 -4.392 -0.09 0.11 0.45
H -0.956 -1.014 -2.769 -0.42 0.06 0.16
H 2.150 -0.148 -2.224 0.31 0.33 0.10
H 4.450 0.342 -3.022 -0.10 -0.09 0.36



# 3
70
Properties=species:S:1:pos:R:3:forces:R:3 method="wB97M-V/def2-TZVPD" multiplicity=1 lumo_energy_ev=-3.360 largest_force_ev_per_a=6.76 homo_energy_ev=-10.265 charge=+1
C -5.031 2.155 -0.781 0.03 0.41 0.07
N -3.925 1.298 -0.417 0.05 -0.91 -0.06
C -4.094 -0.056 -0.326 -0.44 -0.03 0.14
O -5.149 -0.667 -0.479 1.50 0.63 0.11
C -2.713 -0.648 0.036 -1.08 -0.14 0.54
C -2.204 -1.629 -1.011 0.19 0.26 -0.42
C -3.139 -2.779 -1.199 -0.07 -0.44 -0.05
C -3.911 -2.900 -2.351 -0.22 0.16 -0.06
F -3.797 -1.962 -3.326 -0.10 -0.65 0.58
C -4.845 -3.922 -2.502 -0.07 0.05 -0.29
F -5.600 -3.998 -3.615 0.48 0.01 0.76
C -4.991 -4.864 -1.483 -0.31 -0.36 -0.08
F -5.891 -5.859 -1.613 0.67 0.72 0.09
C -4.207 -4.784 -0.332 0.07 -0.11 0.27
F -4.342 -5.699 0.648 0.06 0.55 -0.62
C -3.289 -3.744 -0.207 -0.25 -0.12 0.06
F -2.551 -3.648 0.934 -0.36 -0.08 -0.68
N -1.877 0.525 0.193 0.11 -0.18 -0.01
C -0.584 0.362 0.535 0.51 1.52 -0.63
C 0.368 1.364 0.544 -0.83 -1.21 -0.80
C 1.666 1.162 1.110 -2.09 -0.87 4.48
C 2.581 2.256 1.353 1.12 0.99 0.69
C 3.831 2.112 2.004 0.39 0.01 0.11
C 4.587 3.224 2.396 -0.27 0.30 -0.22
C 4.114 4.527 2.142 -0.21 -0.61 0.39
C 2.874 4.685 1.520 0.12 0.24 -0.11
C 2.149 3.577 1.095 -0.06 -0.22 -0.25
C -2.571 1.797 -0.144 -0.26 -0.06 -0.15
C -1.988 2.455 -1.402 0.04 -0.17 -0.18
C -2.618 2.786 1.025 -0.06 -0.15 0.17
H -5.877 1.527 -1.074 0.26 0.11 0.10
H -5.322 2.793 0.063 -0.05 -0.12 -0.15
H -4.738 2.797 -1.616 -0.17 -0.06 0.02
H -2.809 -1.181 0.996 -0.08 0.17 -0.22
H -2.094 -1.095 -1.964 0.13 -0.17 0.18
H -1.222 -1.993 -0.688 -0.10 -0.01 -0.17
H -0.260 -0.669 0.684 -0.27 0.19 0.28
H 0.046 2.378 0.306 0.50 -0.58 -0.27
H 1.659 0.266 1.816 -2.22 3.72 0.86
H 4.240 1.107 2.190 -0.34 0.70 -0.05
H 5.544 3.091 2.927 -0.59 -0.01 -0.41
H 4.675 5.394 2.491 -0.13 -0.24 -0.17
H 2.446 5.687 1.370 0.35 -0.55 -0.01
H 1.220 3.741 0.544 0.36 0.11 0.40
H -2.028 1.750 -2.247 -0.06 0.28 0.23
H -2.559 3.363 -1.642 0.20 -0.32 0.00
H -0.943 2.738 -1.252 -0.27 0.05 -0.12
H -3.233 2.375 1.839 0.23 0.13 -0.22
H -1.616 2.994 1.415 -0.19 0.03 -0.06
H -3.066 3.729 0.683 0.14 -0.25 0.15
C 4.070 -2.333 1.862 0.48 -0.49 -0.02
C 2.783 -1.616 2.057 -1.53 1.17 -0.06
N 2.819 -0.354 1.279 2.94 -1.54 -5.90
C 3.125 -0.524 -0.045 1.33 -1.01 2.35
N 3.859 -1.579 -0.432 -0.47 0.14 0.06
C 4.205 -2.706 0.400 0.13 -0.43 -0.20
C 4.226 -1.485 -1.820 0.43 -1.24 -0.01
C 3.674 -0.149 -2.247 0.47 0.35 -0.86
N 2.950 0.296 -1.083 -1.15 1.71 0.22
H 4.919 -1.725 2.199 -0.22 -0.10 -0.04
H 4.029 -3.245 2.448 0.24 -0.14 0.15
H 1.915 -2.189 1.679 0.39 -0.22 0.47
H 2.605 -1.336 3.102 0.01 -0.16 -0.18
H 5.227 -3.007 0.155 -0.02 0.03 0.06
H 3.554 -3.566 0.157 0.15 0.25 0.07
H 5.309 -1.560 -1.892 0.12 0.10 -0.22
H 3.806 -2.331 -2.361 -0.08 -0.02 -0.26
H 4.500 0.527 -2.481 -0.21 0.13 -0.06
H 3.038 -0.259 -3.125 -0.07 0.23 0.09
H 2.471 1.222 -1.043 0.73 -1.48 0.13